## A
A 5-piece molecular cluster, C3H16NO4 overall. Source: the Open Molecules 2025 dataset; level of theory: wB97M-V/def2-TZVPD.

Atoms and positions in Å:
O1 0.51822 -0.52334 -0.83886
O2 -2.91740 2.65797 -2.22286
O3 -0.22840 -2.16996 -2.91926
O4 -0.78469 1.87149 -0.60701
N1 1.57855 -0.78970 1.44306
C1 1.07228 0.12110 2.41373
C2 -0.52445 -0.07410 2.69148
C3 2.46608 -1.67085 1.73543
H1 2.90450 -1.53599 2.79332
H2 0.03954 0.30983 -0.94729
H3 -2.96654 2.22213 -3.04983
H4 -0.47032 -1.04863 3.23279
H5 -3.63685 3.20874 -2.09565
H6 -0.16618 -1.77753 -3.81730
H7 1.34112 1.10360 1.94593
H8 -0.92051 0.84459 3.19692
H9 -0.23412 2.67369 -0.72338
H10 0.35180 -1.12061 -1.65435
H11 2.58667 -2.72024 1.32825
H12 -1.48007 2.02021 -1.24366
H13 -1.09482 0.02527 1.73752
H14 -0.87743 -2.88130 -2.93415
H15 1.08750 -0.71232 0.48885
H16 1.70065 -0.02966 3.30072

Values from the calculation:
<S²> ... 0.757
Charge ... +2
LUMO (alpha / beta) ... -8.422 / -14.823 eV
Spin multiplicity ... 2
Frontier orbital gap (alpha / beta) ... 9.99 / 3.49 eV

Here are the natural (NBO) charges for atoms 1 to 2, given in e:
1 O -0.669
2 O -0.968



## B
A 5-piece molecular cluster, C3H16NO4 overall. Source: the Open Molecules 2025 dataset; level of theory: wB97M-V/def2-TZVPD.

Atoms and positions in Å:
O1 -0.09868 3.16353 -0.11736
O2 -1.17531 -1.29451 2.83115
O3 2.34973 -0.04917 1.25656
O4 -2.55802 2.18712 -1.25092
N1 -0.77589 -0.03238 0.41626
C1 -0.04513 -0.70074 -0.68469
C2 1.58897 -2.19923 -1.60382
C3 0.79194 -1.70370 -0.44780
H1 -1.89118 2.83677 -1.42496
H2 2.85935 0.41016 0.50288
H3 0.71109 3.46711 -0.55494
H4 -0.70102 0.99235 0.52105
H5 -0.87704 -1.99003 3.45614
H6 -1.69761 -0.33388 0.16665
H7 -0.58658 -0.48904 1.36617
H8 -1.48315 -0.60933 3.35124
H9 1.41815 0.29883 1.27097
H10 -0.22370 -0.34025 -1.84344
H11 -0.63871 3.92569 0.02280
H12 2.35343 -1.54345 -1.96732
H13 2.06239 -3.13339 -1.20682
H14 0.71155 -2.24408 0.44374
H15 -3.09062 2.03565 -2.08121
H16 0.99605 -2.65404 -2.42229

Values from the calculation:
<S²> ... 0.756
Charge ... +2
LUMO (alpha / beta) ... -8.918 / -13.322 eV
Spin multiplicity ... 2
Frontier orbital gap (alpha / beta) ... 9.08 / 4.68 eV

Here are the natural (NBO) charges for atoms 1 to 2, given in e:
1 O -0.994
2 O -0.971



Compare the structures above. Which one is the most stable? B is.